C34H60N2O8PS2Si | ωB97M-V/def2-TZVPD

Each line ends with the Löwdin charge.
Positions of all 108 atoms, in Å:
C: 4.140 0.540 1.608  -0.1038
C: 3.934 -0.760 0.783  -0.2006
C: 3.840 -0.499 -0.722  -0.2108
O: 2.687 -1.091 -1.304  -0.1396
C: 2.281 -0.427 -2.523  -0.1348
C: 1.302 0.654 -2.095  -0.0871
C: 1.758 1.941 -2.054  0.0298
C: 0.897 2.971 -1.652  -0.2202
P: 1.550 4.719 -1.665  0.8893
N: 2.889 4.538 -2.725  -0.1742
O: 2.178 5.045 -0.157  -0.2906
C: -0.387 2.645 -1.305  -0.1490
C: -1.354 3.733 -0.901  -0.0720
C: -1.139 4.229 0.557  -0.2556
O: -0.662 5.564 0.474  -0.2561
Si: -0.612 6.377 1.958  0.4566
C: 0.571 7.835 1.721  -0.1530
C: 0.060 5.319 3.383  -0.1457
C: -2.275 7.138 2.424  -0.1630
N: -0.774 1.343 -1.348  0.0530
O: -2.068 1.074 -0.964  -0.0332
C: -2.241 1.066 0.467  -0.1822
C: -3.579 1.691 0.883  -0.1944
C: -3.692 1.477 2.417  -0.0771
C: 0.002 0.325 -1.749  -0.0408
C: -0.361 -1.138 -1.884  -0.0815
C: -1.698 -1.713 -1.387  -0.1623
C: -1.440 -3.179 -0.904  -0.1188
C: -0.962 -3.198 0.547  -0.2148
C: -0.412 -2.113 1.191  -0.0735
C: 0.043 -2.172 2.487  -0.0889
C: -0.074 -3.343 3.200  -0.0760
C: -0.652 -4.422 2.575  -0.0823
C: -1.077 -4.367 1.276  -0.0454
H: 4.627 0.333 2.563  0.0720
H: 4.751 1.271 1.069  0.0678
H: 3.157 0.978 1.819  0.0620
H: 3.049 -1.253 1.196  0.1025
H: 4.786 -1.402 1.028  0.1063
H: 3.901 0.585 -0.893  0.1078
H: 4.718 -0.967 -1.195  0.1296
H: 1.814 -1.193 -3.135  0.1096
H: 3.178 -0.004 -2.976  0.0979
H: 2.780 2.155 -2.340  0.1093
H: 3.356 5.440 -2.798  0.0420
H: 3.596 3.927 -2.306  0.0328
H: 2.108 4.264 0.410  0.0467
H: -1.297 4.569 -1.598  0.1239
H: -2.377 3.352 -0.954  0.1114
H: -2.089 4.247 1.112  0.1103
H: -0.432 3.581 1.098  0.1054
H: 0.700 8.023 0.652  0.0336
H: 0.147 8.715 2.215  0.0333
H: 1.516 7.608 2.222  0.0280
H: -0.749 5.148 4.102  0.0335
H: 0.517 4.387 3.042  0.0191
H: 0.793 5.943 3.901  0.0344
H: -2.581 7.910 1.714  0.0385
H: -2.092 7.630 3.390  0.0404
H: -3.063 6.397 2.594  0.0251
H: -1.459 1.638 0.980  0.1204
H: -2.215 0.062 0.905  0.1088
H: -4.375 1.180 0.336  0.1223
H: -3.595 2.770 0.724  0.0870
H: -4.207 2.309 2.896  0.0783
H: -4.120 0.507 2.673  0.0803
H: -2.669 1.471 2.821  0.0751
H: 0.447 -1.701 -1.405  0.1146
H: -0.265 -1.381 -2.951  0.1483
H: -2.175 -1.209 -0.557  0.0765
H: -2.404 -1.803 -2.217  0.1202
H: -2.381 -3.730 -0.962  0.1182
H: -0.687 -3.619 -1.567  0.1252
H: -0.311 -1.149 0.700  0.0919
H: 0.493 -1.283 2.922  0.1054
H: 0.271 -3.353 4.228  0.1118
H: -0.776 -5.342 3.138  0.0958
H: -1.517 -5.266 0.854  0.1247
C: 5.037 -2.965 -6.028  -0.2132
C: 5.432 -2.062 -7.204  -0.2065
C: 4.419 -0.911 -7.261  -0.2126
S: 3.831 -0.681 -5.583  0.6610
O: 2.426 -1.015 -5.533  -0.3238
O: 4.328 0.571 -5.061  -0.3324
C: 4.762 -2.026 -4.858  -0.2299
H: 5.820 -3.682 -5.788  0.1195
H: 4.132 -3.524 -6.279  0.1220
H: 6.434 -1.662 -7.034  0.1197
H: 5.455 -2.610 -8.144  0.1184
H: 4.872 0.014 -7.609  0.1065
H: 3.561 -1.161 -7.883  0.1080
H: 4.182 -2.487 -4.060  0.1054
H: 5.687 -1.610 -4.459  0.1120
C: -5.985 -5.219 3.385  -0.2210
C: -5.738 -5.125 4.896  -0.2140
C: -4.954 -6.375 5.312  -0.2165
S: -4.015 -6.882 3.867  0.6635
O: -4.503 -8.160 3.424  -0.3080
O: -2.612 -6.647 4.099  -0.3313
C: -4.648 -5.618 2.769  -0.2365
H: -6.348 -4.278 2.974  0.1136
H: -6.734 -5.988 3.180  0.1213
H: -5.149 -4.231 5.112  0.1155
H: -6.670 -5.044 5.453  0.1150
H: -4.266 -6.171 6.129  0.1031
H: -5.617 -7.194 5.582  0.1066
H: -4.737 -6.020 1.762  0.1078
H: -3.943 -4.786 2.781  0.0973

Summary:
* gap between HOMO and LUMO: 8.06 eV
* calculated total energy: -3469.9483 hartree
* E_HOMO: -0.4153 Eh
* total charge: +1
* LUMO level: -3.242 eV